No. 1
{
  "formula": "C13H16N",
  "method": "ωB97M-V/def2-TZVPD",
  "symbols": ["C", "C", "C", "C", "C", "C", "C", "C", "C", "H", "H", "H", "H", "H", "H", "H", "H", "H", "H", "H", "C", "C", "C", "C", "N", "H", "H", "H", "H", "H"],
  "positions_angstrom": [[-2.266645, -1.222898, 2.314720], [-1.468359, 0.025508, 2.424757], [-2.251331, 1.243185, 2.776021], [-0.068071, 0.012558, 2.402645], [0.706459, 1.210590, 2.284573], [2.077756, 1.180239, 2.323255], [2.752563, -0.022000, 2.487371], [2.039777, -1.209149, 2.587762], [0.669069, -1.205753, 2.535810], [-1.768150, -1.977545, 1.707476], [-2.469192, -1.644176, 3.299890], [-3.227916, -1.016545, 1.840350], [-1.711153, 2.169858, 2.593517], [-3.181996, 1.285876, 2.207761], [-2.518028, 1.217961, 3.835028], [0.212024, 2.150643, 2.112513], [2.644085, 2.094262, 2.218296], [3.830353, -0.033092, 2.535545], [2.575360, -2.135611, 2.732871], [0.137472, -2.133054, 2.658270], [-2.254896, 2.082466, -2.103121], [-3.495474, 1.501353, -2.030871], [-3.327798, 0.216979, -1.497793], [-1.988505, 0.042334, -1.257537], [-1.333155, 1.187484, -1.626609], [-2.044562, 3.073840, -2.472514], [-4.430145, 1.948383, -2.329782], [-4.110807, -0.501374, -1.315205], [-1.531509, -0.845060, -0.849523], [-0.325386, 1.348456, -1.552916]],
  "forces_ev_per_a": [[0.1, -0.1, -0.8], [-0.7, 0.0, 1.0], [0.2, 0.3, -0.9], [1.1, 0.1, -0.2], [-0.4, -0.3, 0.1], [0.1, 0.3, -0.1], [-0.2, 0.0, 0.0], [0.1, -0.3, 0.2], [-0.4, 0.3, -0.1], [0.0, 0.0, 0.2], [0.0, 0.1, 0.2], [0.0, 0.1, 0.2], [0.0, 0.0, 0.2], [0.0, -0.1, 0.1], [0.1, -0.2, 0.1], [-0.1, 0.2, 0.0], [0.0, 0.1, 0.0], [0.1, 0.0, 0.0], [0.0, -0.1, 0.0], [-0.1, -0.2, 0.0], [-0.5, 0.3, -0.1], [0.0, 0.5, -0.1], [0.0, -0.4, 0.3], [-0.4, -0.4, 0.3], [0.7, 0.2, 0.1], [0.5, -0.1, 0.1], [0.1, 0.1, 0.0], [0.1, -0.1, 0.0], [0.4, 0.2, -0.2], [-0.9, -0.1, -0.2]],
  "lumo_energy_ev": -5.99,
  "homo_ev": -11.0,
  "de_lowest_kj_mol": 38.2,
  "charge": 1,
  "orbital_gap_ev": 5.002
}

---

No. 2
{
  "formula": "C13H16N2NaO2P",
  "method": "ωB97M-V/def2-TZVPD",
  "symbols": ["Na", "C", "N", "C", "C", "C", "O", "N", "C", "O", "H", "H", "H", "H", "H", "C", "P", "C", "C", "C", "C", "C", "C", "C", "H", "H", "H", "H", "H", "H", "H", "H", "H", "H", "H"],
  "positions_angstrom": [[-0.070658, -1.872120, 0.046109], [-0.539122, -4.318040, 4.593503], [-0.203786, -3.014169, 4.041851], [0.111640, -1.941286, 4.834502], [0.422660, -0.740271, 4.326888], [0.425527, -0.573486, 2.876204], [0.700430, 0.502309, 2.334052], [0.099601, -1.673438, 2.122453], [-0.209147, -2.873926, 2.657742], [-0.500128, -3.856352, 1.953499], [-0.487515, -4.259242, 5.678280], [0.155531, -5.075766, 4.236582], [-1.541349, -4.615978, 4.292202], [0.091826, -2.131093, 5.899308], [0.669348, 0.098986, 4.959054], [-1.157123, 1.343078, -0.484924], [0.040063, 0.460563, -1.571233], [1.629605, 0.997151, -0.813223], [-0.028919, 1.468945, -3.099028], [-0.349850, 0.850471, -4.306447], [-0.430243, 1.583801, -5.484898], [-0.185741, 2.948063, -5.465188], [0.139133, 3.574738, -4.267213], [0.216088, 2.840439, -3.093670], [-0.935164, 2.410818, -0.449885], [-1.081411, 0.959118, 0.535402], [-2.167042, 1.199830, -0.868540], [1.669934, 2.081070, -0.694476], [2.457576, 0.671369, -1.442411], [1.721961, 0.568339, 0.187503], [-0.537191, -0.216891, -4.320719], [-0.682437, 1.088587, -6.414464], [-0.246177, 3.524883, -6.379522], [0.332518, 4.640077, -4.248245], [0.469570, 3.349425, -2.171052]],
  "forces_ev_per_a": [[-0.1, -0.4, -0.8], [0.0, 0.1, 0.0], [0.0, -0.1, 0.0], [0.0, 0.0, 0.0], [0.0, 0.0, 0.0], [-0.1, -0.2, 0.0], [0.0, -0.1, 0.0], [0.1, 0.3, 0.9], [0.0, 0.1, -0.1], [0.1, 0.3, 0.0], [0.0, 0.0, 0.0], [0.0, 0.0, 0.0], [0.0, 0.0, 0.0], [0.0, 0.0, 0.0], [0.0, 0.0, 0.0], [0.1, 0.0, -0.1], [0.1, 0.3, 0.3], [-0.1, 0.1, -0.1], [-0.1, -0.2, -0.1], [0.0, 0.0, 0.0], [0.0, 0.0, 0.1], [0.0, 0.0, 0.0], [0.0, 0.0, 0.0], [0.0, 0.1, 0.0], [0.0, 0.0, 0.0], [0.0, 0.0, 0.0], [0.0, 0.0, 0.0], [0.0, 0.0, 0.0], [0.0, 0.0, 0.0], [-0.1, 0.0, 0.0], [0.0, 0.0, 0.0], [0.0, 0.0, 0.0], [0.0, 0.0, 0.0], [0.0, 0.0, 0.0], [0.0, 0.0, 0.0]],
  "lumo_energy_ev": 0.10,
  "homo_ev": -8.2,
  "charge": 0,
  "orbital_gap_ev": 8.326
}

---

No. 3
{
  "formula": "C13H16N2O5S",
  "method": "ωB97M-V/def2-TZVPD",
  "symbols": ["C", "O", "C", "C", "C", "C", "S", "O", "O", "C", "C", "O", "C", "C", "N", "N", "C", "C", "C", "C", "O", "H", "H", "H", "H", "H", "H", "H", "H", "H", "H", "H", "H", "H", "H", "H", "H"],
  "positions_angstrom": [[0.734038, 1.910054, 3.698524], [-0.321632, 1.009432, 3.391471], [-0.777462, 0.981088, 2.062373], [-2.091198, 1.593573, 1.735643], [-2.405046, 1.580366, 0.318417], [-1.621899, 1.187864, -0.708543], [-2.254274, 1.187914, -2.427840], [-1.219177, 1.339164, -3.436021], [-3.294078, 2.197740, -2.436146], [-3.026530, -0.429856, -2.702217], [-2.332943, -1.660270, -2.096022], [-2.255104, -2.642000, -3.087042], [-0.340619, 0.709428, -0.366091], [0.065070, 0.527033, 0.947330], [1.347319, -0.081780, 1.212616], [2.501298, 0.382943, 0.612816], [3.238360, -0.647503, 0.331586], [4.507131, -0.470060, -0.407695], [2.742517, -1.972186, 0.651739], [1.345205, -1.514733, 1.084953], [0.333848, -2.233480, 1.204466], [0.509804, 2.983560, 3.705013], [0.953230, 1.668169, 4.767170], [1.605065, 1.699479, 3.110496], [-2.791022, 1.853738, 2.577038], [-3.396297, 2.013831, 0.248638], [-3.958994, -0.481763, -2.170226], [-2.995041, -0.598151, -3.767630], [-1.336827, -1.391729, -1.905053], [-2.908043, -1.858900, -1.214433], [-1.338437, -2.914618, -3.343175], [0.357988, 0.383742, -1.139582], [4.347664, -0.026002, -1.321515], [5.164154, 0.188515, 0.281294], [4.983370, -1.416424, -0.539120], [2.541669, -2.488458, -0.242599], [3.386893, -2.569720, 1.369365]],
  "forces_ev_per_a": [[0.3, -0.4, 1.8], [-1.2, -0.3, -1.9], [-0.8, 1.8, -0.9], [3.4, -2.7, -0.8], [-2.4, 1.5, 3.9], [1.7, -0.8, -0.6], [-0.5, 1.1, -0.4], [0.1, -0.6, 1.2], [0.2, -0.7, 0.3], [0.6, -0.2, 1.1], [0.9, 1.3, -1.4], [0.1, -1.7, -0.8], [0.0, -0.7, -0.3], [-0.8, 1.5, 1.6], [-1.2, -2.5, 0.2], [1.0, -0.9, -0.8], [0.9, 2.4, -0.7], [1.4, 0.7, 3.7], [-1.2, 0.7, 2.0], [-3.1, -1.9, 1.4], [2.6, 2.0, -0.2], [-0.5, -0.2, -0.5], [0.1, 0.1, -0.8], [0.5, 0.0, -0.4], [0.8, 0.0, -1.3], [-0.1, -0.2, -1.2], [-1.0, 1.0, -0.7], [-0.6, 0.4, -0.3], [1.4, 0.4, 1.2], [0.2, -1.2, 0.5], [-1.3, 0.7, 0.8], [-0.2, 0.2, 0.1], [-0.2, 1.2, -2.0], [-0.7, -0.9, -1.5], [0.5, -0.6, -0.1], [0.2, -1.2, -1.2], [-1.1, 0.7, -0.8]],
  "lumo_energy_ev": 0.24,
  "homo_ev": -9.3,
  "de_lowest_kj_mol": 453.3,
  "smiles": "COc1ccc(S(=O)(=O)CCO)cc1N1N=C(C)CC1=O",
  "charge": 0,
  "orbital_gap_ev": 9.537
}

---

No. 4
{
  "formula": "C13H16N4O2P",
  "method": "ωB97M-V/def2-TZVPD",
  "symbols": ["C", "C", "C", "C", "C", "C", "N", "P", "N", "N", "C", "H", "H", "H", "H", "H", "H", "H", "H", "H", "H", "H", "C", "C", "C", "C", "C", "C", "N", "O", "O", "H", "H", "H", "H", "H"],
  "positions_angstrom": [[0.010638, -2.262396, -0.383598], [1.073008, -1.804539, -1.082320], [2.552022, -1.985918, -0.588861], [3.117471, -0.601379, -0.293145], [3.635673, -0.211263, 0.985055], [4.070042, 1.134217, 1.004530], [4.000580, 1.921738, -0.050307], [4.546390, 3.631771, 0.162676], [4.540840, 4.065939, 1.652735], [3.580281, 1.638970, -1.274015], [3.165262, 0.397804, -1.329796], [-0.798726, -2.896502, -0.774897], [-0.086261, -1.943698, 0.676341], [0.976019, -1.255255, -2.039767], [3.089892, -2.407190, -1.463449], [2.584038, -2.673232, 0.273356], [3.651778, -0.876414, 1.852839], [4.482451, 1.542400, 1.943212], [5.790863, 3.721428, -0.501427], [3.600275, 4.392778, -0.578316], [3.904822, 4.838199, 1.836012], [2.797930, 0.081250, -2.322382], [-5.129589, 1.116163, 0.756816], [-5.807984, 0.500390, -0.286917], [-5.414248, -0.754442, -0.726589], [-4.343305, -1.382384, -0.110084], [-3.654131, -0.774291, 0.927805], [-4.051396, 0.481584, 1.360765], [-3.940554, -2.721180, -0.557185], [-4.553692, -3.217277, -1.479786], [-3.013099, -3.262566, 0.026734], [-5.443145, 2.093970, 1.102013], [-6.646864, 0.997901, -0.756137], [-5.947476, -1.227897, -1.539644], [-2.816421, -1.264104, 1.405114], [-3.523385, 0.965429, 2.172619]],
  "forces_ev_per_a": [[0.1, 0.4, 0.5], [0.3, 0.1, -0.1], [-0.8, 1.9, -0.1], [1.0, 0.1, 1.7], [-0.8, 0.7, -2.6], [-0.1, -1.7, 1.6], [1.0, 1.8, 0.4], [-0.7, 2.3, 1.2], [0.4, -0.5, -0.7], [-0.2, -1.7, 0.9], [-0.8, -1.2, -1.6], [-0.3, 1.5, -0.3], [0.8, -1.7, -0.1], [0.0, -1.7, -0.2], [-0.3, 0.0, 0.6], [0.2, 0.5, -0.4], [0.1, 0.4, -0.3], [-0.2, 0.3, -0.7], [-0.4, -0.7, -0.1], [0.4, -0.8, -0.5], [0.0, -0.3, 0.2], [0.3, 0.3, 0.5], [0.0, 0.0, 0.0], [0.1, 0.0, 0.1], [-0.2, 0.0, -0.2], [-0.1, 0.4, 0.2], [0.2, 0.0, 0.2], [-0.1, 0.0, -0.1], [0.0, -0.3, -0.1], [0.2, 0.1, 0.2], [-0.1, 0.2, -0.1], [0.0, 0.0, 0.0], [0.0, -0.1, 0.0], [0.1, -0.1, 0.1], [-0.1, -0.1, -0.1], [0.0, -0.1, 0.0]],
  "lumo_energy_ev": -4.97,
  "homo_ev": -11.9,
  "charge": 1,
  "orbital_gap_ev": 6.914
}

---

No. 5
{
  "formula": "C13H16O7",
  "method": "ωB97M-V/def2-TZVPD",
  "symbols": ["C", "C", "C", "C", "O", "C", "C", "O", "C", "C", "O", "O", "C", "C", "C", "C", "O", "C", "O", "O", "H", "H", "H", "H", "H", "H", "H", "H", "H", "H", "H", "H", "H", "H", "H", "H"],
  "positions_angstrom": [[-3.442384, 0.969253, -0.479284], [-2.438814, 0.639199, -1.567582], [-2.797154, 0.621795, -2.924771], [-1.922501, 0.211570, -3.912282], [-2.429621, 0.119643, -5.186556], [-0.638961, -0.215832, -3.566888], [-0.279041, -0.264691, -2.200598], [0.945573, -0.889036, -1.936133], [-1.139308, 0.244597, -1.201598], [-0.713268, 0.247664, 0.202233], [-1.056550, 1.158941, 0.978380], [0.079829, -0.809660, 0.544794], [0.643159, -0.784918, 1.899487], [1.060189, -2.224168, 2.209845], [1.766474, 0.261860, 2.222787], [2.810375, -0.096537, 3.275760], [1.150585, 1.381744, 2.848067], [2.513050, 0.663568, 0.916585], [3.109604, -0.206906, 0.331810], [2.508312, 1.963429, 0.488827], [-4.499491, 0.950842, -0.878301], [-3.417836, 0.231508, 0.338172], [-3.257251, 1.969354, -0.093466], [-3.783230, 0.877408, -3.331489], [-1.737598, -0.203451, -5.796224], [0.085402, -0.570441, -4.305817], [1.020270, -0.986226, -0.953900], [-0.185011, -0.595354, 2.587143], [1.255258, -2.309476, 3.276160], [0.250733, -2.896501, 1.961229], [1.942063, -2.546931, 1.639337], [3.545554, 0.710844, 3.328926], [2.363469, -0.269029, 4.263567], [3.280891, -1.006275, 2.961959], [0.349052, 1.654856, 2.364991], [3.058178, 1.997356, -0.305172]],
  "forces_ev_per_a": [[-1.3, -0.1, -0.8], [-0.4, 0.1, -0.5], [-0.7, 0.3, 0.5], [0.9, -0.7, -0.1], [0.9, 0.1, 0.1], [0.2, 0.0, 0.5], [1.0, -0.8, -0.7], [-1.5, 1.1, 0.4], [0.5, -1.0, -0.6], [-0.9, 2.0, 1.2], [1.2, -2.3, -1.0], [0.4, 1.3, 0.7], [0.2, -1.4, 0.9], [0.3, 0.2, -0.6], [-1.2, 2.4, -0.1], [-0.1, -0.7, -0.3], [-0.4, 0.4, -0.3], [0.3, -0.2, -0.2], [0.0, 0.2, -0.2], [-0.5, -1.1, 1.1], [1.2, 0.0, 0.2], [0.2, 0.4, -0.2], [0.0, -0.1, 0.2], [0.2, 0.0, 0.8], [-0.4, 0.2, 0.5], [-0.3, 0.0, 0.3], [0.1, 0.0, -1.0], [0.1, 0.5, -0.2], [0.1, 0.0, 0.0], [-0.3, -0.1, 0.0], [-0.2, 0.2, 0.2], [-0.2, -0.1, 0.1], [-0.1, 0.3, -0.4], [0.7, -0.5, 0.0], [0.3, -0.2, 0.0], [0.1, -0.2, -0.1]],
  "lumo_energy_ev": 0.54,
  "homo_ev": -8.8,
  "de_lowest_kj_mol": 0.0,
  "smiles": "Cc1cc(O)cc(O)c1C(=O)O[C@@H](C)[C@](C)(O)C(=O)O",
  "charge": 0,
  "orbital_gap_ev": 9.319
}

---

No. 6
{
  "formula": "C13H17AsBr2NO3Pd",
  "method": "ωB97M-V/def2-TZVPD",
  "symbols": ["Pd", "C", "C", "C", "C", "C", "C", "Br", "C", "C", "Br", "C", "O", "C", "N", "H", "H", "H", "H", "H", "H", "O", "H", "H", "C", "As", "C", "C", "O", "H", "H", "H", "H", "H", "H", "H", "H", "H"],
  "positions_angstrom": [[1.223180, 0.164133, 0.479296], [0.347894, -1.341150, -2.357848], [-0.366120, -1.797826, -1.110958], [-1.057066, -3.068763, -1.310056], [-1.569834, -3.767539, -0.207818], [-1.243125, -3.227735, 1.037982], [-1.660293, -3.782092, 2.286114], [-2.893992, -5.166623, 2.547702], [-1.083797, -3.348605, 3.528855], [-0.275435, -2.247422, 3.558215], [0.165180, -1.374130, 5.137712], [0.194307, -1.604382, 2.345259], [1.245535, -0.856905, 2.272120], [-0.468220, -2.016702, 1.152092], [-0.193366, -1.183693, 0.070052], [-0.203204, -1.509936, -3.314532], [1.348789, -1.900214, -2.416625], [0.606262, -0.252434, -2.242062], [-0.998131, -3.456454, -2.302649], [-2.152659, -4.665251, -0.281902], [-1.421366, -3.899654, 4.392635], [2.828773, 1.369545, 1.214684], [3.608962, 1.027116, 1.704535], [3.019715, 1.526301, 0.276679], [-1.395970, 2.478037, -1.426385], [0.478682, 2.899947, -1.215202], [0.920048, 4.105160, -2.654215], [0.444436, 3.770666, 0.531984], [1.545276, 1.464032, -1.092371], [-2.045953, 3.361219, -1.458209], [-1.682854, 1.877675, -0.559515], [-1.585770, 1.907475, -2.350431], [1.048342, 3.429692, -3.526040], [1.904403, 4.514294, -2.454211], [0.130175, 4.827325, -2.805318], [-0.435390, 4.434104, 0.668870], [1.310275, 4.438928, 0.719865], [0.362293, 2.871858, 1.161694]],
  "forces_ev_per_a": [[0.3, 0.3, 0.3], [1.0, 1.3, 0.0], [-0.5, -1.7, -1.1], [0.4, 0.6, 2.4], [0.8, 1.7, -1.8], [-0.1, 1.1, 1.5], [1.3, 0.0, 1.6], [0.0, 0.0, -0.7], [-1.1, -0.1, -1.6], [0.5, 0.7, 0.0], [0.2, -0.2, 0.3], [1.5, -0.1, 0.9], [-2.6, -1.6, 1.3], [-0.9, 0.2, -1.9], [-0.9, -3.8, -0.9], [0.3, 0.0, 0.9], [-1.4, 0.7, 0.1], [-0.1, -1.0, -0.3], [-0.5, -0.3, -0.4], [-0.1, -0.3, -0.1], [0.2, 0.4, 0.3], [1.2, 0.5, 0.8], [-0.7, 0.3, -0.8], [0.6, 0.3, 0.0], [-0.2, -0.7, -0.4], [0.8, -1.1, 0.9], [0.8, -1.6, -0.3], [0.0, 0.5, -0.3], [-1.7, 3.6, -1.6], [0.5, 0.0, 0.1], [0.0, 0.0, -0.1], [0.2, 0.1, 0.4], [-0.3, 0.6, 0.3], [-0.1, 0.4, 0.0], [0.0, 0.2, 0.0], [0.2, -0.7, -0.3], [-0.2, -1.0, 0.0], [0.3, 0.6, 0.3]],
  "lumo_energy_ev": [-3.67, -5.29],
  "homo_ev": [-9.7, -11.4],
  "spin_multiplicity": 3,
  "charge": 1,
  "orbital_gap_ev": [6.070, 6.078]
}